one:
The following is a quantum chemistry calculation of a cluster of 2 separate species, C5H11NO in total, from the Open Molecules 2025 dataset.

## Properties
Multiplicity: 2
Net charge: -1
Frontier orbital gap (spin up / spin down) (eV): 2.30 / 5.31
Highest occupied orbital energy (spin up / spin down) (eV): 0.93 / -2.25
E_LUMO (spin up / spin down) (eV): 3.23 / 3.06

Last column: Löwdin charge in e.
CARTESIAN COORDINATES (ANGSTROEM)
C1 1.2719 0.4792 -0.6033  -0.190
C2 1.0622 -0.5828 -1.4067  -0.257
N1 -0.1515 -0.8264 -2.1161  -0.005
C3 0.5012 1.1661 0.4827  -0.298
C4 1.0949 0.7863 1.8459  -0.340
C5 1.2212 -0.5366 2.3068  -0.191
H1 2.3402 0.6961 -0.5845  0.079
H2 1.9127 -1.1486 -1.7454  0.064
H3 -0.9738 -0.9183 -1.5225  0.047
H4 -0.1925 -1.5162 -2.8426  0.037
H5 -0.5958 1.0723 0.4619  0.071
H6 0.7549 2.2292 0.3719  0.077
H7 1.4399 1.6511 2.4159  0.022
H8 2.0617 -0.7724 2.9388  -0.041
H9 0.3540 -1.1569 2.1494  -0.035
H10 -3.7860 0.5470 -0.5121  0.023
H11 -4.5813 -0.7751 -0.9519  0.023
O1 -3.7339 -0.3940 -0.6884  -0.087

two:
The following is a quantum chemistry calculation of a cluster of 2 separate species, C5H11NO in total, from the Open Molecules 2025 dataset.

## Properties
Multiplicity: 2
Net charge: -1
Frontier orbital gap (spin up / spin down) (eV): 3.15 / 7.11
Highest occupied orbital energy (spin up / spin down) (eV): 0.63 / -3.39
E_LUMO (spin up / spin down) (eV): 3.78 / 3.72

Last column: Löwdin charge in e.
CARTESIAN COORDINATES (ANGSTROEM)
C1 -1.2462 -1.1351 0.7755  -0.140
C2 0.0965 -1.6258 1.2772  -0.233
C3 0.2164 -2.2590 2.4598  -0.061
H1 -1.4028 -1.3434 -0.3133  0.074
H2 -2.1135 -1.5404 1.3447  0.064
H3 -1.2378 -0.0257 0.8742  0.063
H4 0.9955 -1.5751 0.6278  0.091
H5 1.2125 -2.6375 2.7458  0.039
H6 -0.6338 -2.5681 3.0640  0.033
O1 1.6541 -0.3114 -1.5194  -0.227
C4 1.4650 0.9080 -1.7042  -0.478
C5 0.0665 1.5197 -1.7463  -0.379
N1 0.0860 2.7729 -1.0067  -0.090
H7 2.2935 1.6368 -1.8848  0.050
H8 -0.3238 1.7068 -2.7502  0.060
H9 -0.5562 0.7292 -1.2095  0.076
H10 -0.8791 3.1617 -1.0129  0.024
H11 0.3072 2.5863 -0.0216  0.031

Stability ranking, top entry: two; the second entry is 0.0657 hartree less favorable.

one:
The following is a quantum chemistry calculation of the ion C5H11NO with charge -1, from the Open Molecules 2025 dataset.

## Properties
Multiplicity: 2
Net charge: -1
Frontier orbital gap (spin up / spin down) (eV): 2.93 / 6.63
Highest occupied orbital energy (spin up / spin down) (eV): 0.93 / -2.80
E_LUMO (spin up / spin down) (eV): 3.86 / 3.84

Last column: Löwdin charge in e.
CARTESIAN COORDINATES (ANGSTROEM)
C1 -1.4853 1.3221 1.2879  -0.127
C2 -0.7668 0.8813 -0.0011  -0.319
N1 0.3789 -0.0840 0.0289  -0.265
C3 0.0374 -1.3483 0.7584  -0.093
C4 0.8282 -0.0492 -1.5440  -0.135
C5 2.0452 -0.8478 -1.0057  -0.565
O1 2.4447 -1.9295 -1.4873  -0.231
H1 -2.4690 1.7168 0.9397  0.061
H2 -1.0035 2.1303 1.8679  0.059
H3 -1.7170 0.5484 2.0187  0.044
H4 -0.3192 1.7901 -0.3878  0.090
H5 -1.4777 0.3566 -0.6480  0.092
H6 0.6564 -2.1558 0.3915  0.058
H7 -1.0050 -1.5866 0.5245  0.060
H8 0.1945 -0.9200 1.7561  0.079
H9 0.1186 -0.6885 -2.0772  0.082
H10 0.8863 0.9551 -1.9864  0.068
H11 2.6533 -0.0910 -0.4360  0.042

two:
The following is a quantum chemistry calculation of the ion C5H11NO with charge -1, from the Open Molecules 2025 dataset.

## Properties
Multiplicity: 2
Net charge: -1
Frontier orbital gap (spin up / spin down) (eV): 3.76 / 6.92
Highest occupied orbital energy (spin up / spin down) (eV): 0.29 / -2.96
E_LUMO (spin up / spin down) (eV): 4.06 / 3.97

Last column: Löwdin charge in e.
CARTESIAN COORDINATES (ANGSTROEM)
C1 -2.5637 -0.7340 -0.3302  -0.126
C2 -1.3944 -0.0034 0.3441  -0.323
N1 -0.1348 -0.5303 -0.1376  -0.081
C3 2.2954 -0.5725 -0.0649  -0.108
C4 1.0343 0.1937 0.3724  -0.456
C5 1.1404 1.6639 0.0340  -0.430
O1 0.8925 2.6081 0.8815  -0.255
H1 -2.8466 -0.2374 -1.2703  0.059
H2 -3.4106 -0.8367 0.3426  0.049
H3 -2.2224 -1.7434 -0.5768  0.055
H4 -1.4612 -0.1482 1.4218  0.103
H5 -1.4608 1.0655 0.1257  0.096
H6 -0.1802 -0.5015 -1.1521  0.094
H7 2.1530 -1.6470 0.0800  0.049
H8 2.5091 -0.3746 -1.1153  0.051
H9 3.1297 -0.2353 0.5473  0.059
H10 1.0049 0.1544 1.4698  0.124
H11 1.5154 1.8789 -0.9721  0.038

Stability ranking, top entry: two; the second entry is 0.1048 hartree less favorable.

one:
The following is a quantum chemistry calculation of the ion C5H11NO with charge -1, from the Open Molecules 2025 dataset.

## Properties
Multiplicity: 2
Net charge: -1
Frontier orbital gap (spin up / spin down) (eV): 5.33 / 5.01
Highest occupied orbital energy (spin up / spin down) (eV): -1.59 / -1.57
E_LUMO (spin up / spin down) (eV): 3.74 / 3.44

Last column: Löwdin charge in e.
CARTESIAN COORDINATES (ANGSTROEM)
C1 0.3191 -1.3997 -2.6765  -0.195
N1 0.7188 -1.0912 -1.3364  -0.005
C2 -0.9601 0.2788 2.5728  -0.225
C3 -0.4852 -0.4273 1.3250  -0.315
C4 0.4187 0.2596 -0.9991  -0.267
C5 0.4235 0.5612 0.5197  -0.477
O1 -0.1339 1.8298 0.7139  -0.190
H1 -0.7707 -1.4930 -2.7645  0.078
H2 0.7516 -2.3505 -3.0102  0.055
H3 0.6722 -0.6576 -3.3975  0.067
H4 1.2310 0.8813 -1.4182  0.121
H5 -0.3817 0.0703 3.4661  -0.032
H6 -2.0430 0.3121 2.6848  -0.033
H7 -0.5960 1.5904 1.6517  0.026
H8 -1.3027 -0.6715 0.6351  0.086
H9 0.1452 -1.3160 1.4555  0.075
H10 -0.5232 0.6377 -1.3994  0.110
H11 1.4775 0.5642 0.8481  0.120

two:
The following is a quantum chemistry calculation of a structure of composition C5H11NO, from the Open Molecules 2025 dataset.

## Properties
Multiplicity: 2
Net charge: -1
Frontier orbital gap (spin up / spin down) (eV): 3.69 / 7.58
Highest occupied orbital energy (spin up / spin down) (eV): 0.63 / -3.30
E_LUMO (spin up / spin down) (eV): 4.32 / 4.28

Last column: Löwdin charge in e.
CARTESIAN COORDINATES (ANGSTROEM)
C1 -0.0789 -1.1665 0.9391  -0.287
N1 -0.9396 0.0295 1.0500  -0.129
C2 -1.4879 0.7357 -0.1526  -0.200
C3 -0.0843 0.5825 -1.4645  -0.121
C4 0.4762 1.7001 -0.4495  -0.539
O1 1.6125 1.7319 0.0699  -0.197
C5 1.3615 -1.4030 0.3755  -0.114
H1 -0.8220 -1.8823 0.5324  0.092
H2 0.0694 -1.5600 1.9525  0.081
H3 -0.3591 0.7134 1.5109  0.072
H4 -2.1347 0.0435 -0.6693  0.042
H5 -1.9520 1.6499 0.2662  0.078
H6 -0.1327 1.1107 -2.4420  0.010
H7 -0.5418 -0.3813 -1.7167  0.036
H8 -0.2081 2.5315 -0.5703  0.051
H9 1.7445 -0.5972 -0.2364  0.028
H10 1.4116 -2.3572 -0.1717  0.059
H11 2.0654 -1.4810 1.1765  0.039

three:
The following is a quantum chemistry calculation of a cluster of 2 separate species, C5H11NO in total, from the Open Molecules 2025 dataset.

## Properties
Multiplicity: 2
Net charge: -1
Frontier orbital gap (spin up / spin down) (eV): 3.25 / 7.76
Highest occupied orbital energy (spin up / spin down) (eV): 0.88 / -3.88
E_LUMO (spin up / spin down) (eV): 4.12 / 3.88

Last column: Löwdin charge in e.
CARTESIAN COORDINATES (ANGSTROEM)
N1 -0.3981 -0.8557 1.4344  0.043
C1 -0.9012 -1.0337 0.1071  -0.339
C2 -1.4930 0.0546 -0.6430  -0.131
C3 -1.4438 1.3999 -0.1674  -0.297
C4 -1.1185 2.5160 -0.8004  -0.063
C5 -0.4446 -2.3274 -0.5915  -0.170
H1 0.4112 -1.3201 1.8049  -0.022
H2 -0.5100 0.0406 1.8745  0.020
H3 -1.7468 0.0463 -1.6505  0.052
H4 -1.7071 1.4685 0.8777  0.073
H5 -0.9639 3.2817 -0.1248  0.002
H6 -0.9984 2.5180 -1.9195  0.067
H7 0.5940 -2.5460 -0.6836  -0.006
H8 -0.7286 -2.2177 -1.7370  0.092
H9 -0.8214 -3.2859 -0.2831  0.037
H10 4.2062 0.2866 1.3084  -0.052
H11 3.9347 -0.2987 -0.0345  -0.036
O1 4.1905 0.5450 0.3872  -0.270

four:
The following is a quantum chemistry calculation of a cluster of 2 separate species, C5H11NO in total, from the Open Molecules 2025 dataset.

## Properties
Multiplicity: 2
Net charge: -1
Frontier orbital gap (spin up / spin down) (eV): 2.91 / 8.35
Highest occupied orbital energy (spin up / spin down) (eV): 0.97 / -4.60
E_LUMO (spin up / spin down) (eV): 3.88 / 3.76

Last column: Löwdin charge in e.
CARTESIAN COORDINATES (ANGSTROEM)
N1 1.4405 0.1991 -0.3242  0.106
C1 0.0622 0.4180 -0.1730  -0.473
C2 -0.4383 1.5409 0.3800  -0.109
C3 0.6987 2.2576 1.1443  -0.207
C4 0.9440 1.7879 2.3945  -0.060
C5 -0.7933 -0.7436 -0.5145  -0.286
H1 1.6929 -0.7386 -0.3498  0.027
H2 2.0206 0.9405 -0.2191  0.024
H3 -1.3793 1.9333 0.2511  0.050
H4 1.4018 2.8382 0.5722  0.065
H5 1.8626 1.4677 2.9207  0.037
H6 0.1633 1.4767 3.0756  0.030
H7 -0.6889 -1.6570 0.1998  0.043
H8 -1.8144 -0.5668 -0.3312  0.010
H9 -0.4659 -1.1529 -1.5098  0.035
H10 -0.9988 -3.0322 -2.9477  -0.023
H11 -2.0332 -3.2668 -1.8943  -0.037
O1 -1.6747 -3.7020 -2.6745  -0.232

Stability ranking, top entry: three; the second entry is 0.0026 hartree less favorable.